--- 1 ---
Below is one molecule with the formula C3H4S2, with properties calculated with the ωB97M-V functional and the def2-TZVPD basis.

XYZ file:
```
9
Properties=species:S:1:pos:R:3:lowdin_charge:R:1
S -2.671 -0.006 -0.074 0.568
C -1.069 0.829 -0.270 -0.416
C -0.103 -0.147 0.373 -0.460
C 1.211 -0.409 -0.335 -0.822
S 2.561 0.238 -0.033 0.751
H -0.696 1.784 -0.368 0.029
H 0.220 0.182 1.565 0.183
H -0.593 -1.214 0.265 0.080
H 1.141 -1.257 -1.124 0.086
```

Summary:
highest occupied orbital energy	-8.689	eV
HOMO-LUMO gap	0.2639	Eh
2S+1	1
charge	0
LUMO energy	-1.509	eV

--- 2 ---
Below is one molecule with the formula C3H4S2, with properties calculated with the ωB97M-V functional and the def2-TZVPD basis.

XYZ file:
```
9
Properties=species:S:1:pos:R:3:lowdin_charge:R:1
C 1.202 -0.136 0.909 -0.282
C -0.476 0.866 -0.284 -0.449
C -0.737 -0.540 -0.706 -0.987
S 0.634 -1.579 -0.134 0.734
S -1.910 0.135 0.385 0.841
H 2.002 0.476 0.470 0.023
H 0.827 -0.131 1.917 0.012
H -0.258 1.674 -0.971 0.071
H -1.283 -0.765 -1.586 0.038
```

Summary:
highest occupied orbital energy (spin up / spin down)	-8.417 / -8.415	eV
HOMO-LUMO gap (spin up / spin down)	0.3012 / 0.3012	Eh
2S+1	1
charge	0
LUMO energy (spin up / spin down)	-0.219 / -0.219	eV

--- 3 ---
Below is a 2-piece molecular cluster, C3H4S2 overall, with properties calculated with the ωB97M-V functional and the def2-TZVPD basis.

XYZ file:
```
9
Properties=species:S:1:pos:R:3:lowdin_charge:R:1
C 4.002 -0.632 -1.058 -0.627
C 0.536 -0.911 -0.142 -0.082
C 0.635 0.281 0.466 -0.656
S 4.503 -0.263 0.290 0.669
S 1.115 1.798 -0.193 0.755
H 1.059 -0.934 -1.093 0.026
H 0.101 -1.815 0.222 0.047
H 0.127 0.343 1.403 0.039
H 1.346 1.167 -1.274 -0.171
```

Summary:
highest occupied orbital energy	-8.658	eV
HOMO-LUMO gap	0.3207	Eh
2S+1	1
charge	0
LUMO energy	0.069	eV

--- 4 ---
Below is a 2-piece molecular cluster, C3H4S2 overall, with properties calculated with the ωB97M-V functional and the def2-TZVPD basis.

XYZ file:
```
9
Properties=species:S:1:pos:R:3:lowdin_charge:R:1
C 2.021 0.164 1.340 -0.020
C 1.551 0.815 0.489 -0.069
C -0.759 -0.088 -0.790 -1.026
S -1.421 -0.951 0.508 0.681
S -1.601 0.234 -2.211 0.681
H 2.546 -0.489 1.912 -0.009
H -0.664 -0.555 1.591 -0.119
H 1.065 1.308 -0.397 0.035
H -2.738 -0.437 -2.442 -0.154
```

Summary:
highest occupied orbital energy	-8.875	eV
HOMO-LUMO gap	0.3172	Eh
2S+1	1
charge	0
LUMO energy	-0.245	eV

Stability ranking, top entry: 3; the second entry is 0.0160 hartree less favorable.

--- 1 ---
Below is C3H4S2 as an isolated structure, with properties calculated with the ωB97M-V functional and the def2-TZVPD basis.

XYZ file:
```
9
Properties=species:S:1:pos:R:3:lowdin_charge:R:1
C -1.897 0.998 -0.604 0.147
C -1.054 0.276 -0.166 -0.293
C -0.064 -0.611 0.244 -0.641
S 1.997 0.447 -0.491 0.364
S 0.033 -2.353 -0.486 0.688
H -2.363 1.878 -0.895 0.026
H 0.084 -0.517 1.290 0.042
H 1.634 0.021 -1.808 -0.175
H 0.838 -2.713 0.487 -0.160
```

Summary:
highest occupied orbital energy (spin up / spin down)	-8.944 / -8.945	eV
HOMO-LUMO gap (spin up / spin down)	0.2930 / 0.2930	Eh
2S+1	1
charge	0
LUMO energy (spin up / spin down)	-0.971 / -0.971	eV

--- 2 ---
Below is one molecule with the formula C3H4S2, with properties calculated with the ωB97M-V functional and the def2-TZVPD basis.

XYZ file:
```
9
Properties=species:S:1:pos:R:3:lowdin_charge:R:1
C 1.201 -0.038 0.299 -0.785
C 3.796 0.037 -0.088 -0.761
C -0.206 0.018 -0.363 -0.136
S 2.619 -1.238 -0.119 0.690
S 2.588 1.264 0.063 0.685
H 1.328 0.009 1.457 0.074
H -0.267 -0.610 -1.199 0.031
H -0.533 1.023 -0.679 0.074
H -0.965 -0.496 0.439 0.129
```

Summary:
highest occupied orbital energy	-9.377	eV
HOMO-LUMO gap	0.3508	Eh
2S+1	1
charge	0
LUMO energy	0.168	eV

Stability ranking, top entry: 2; the second entry is 0.0209 hartree less favorable.

--- 1 ---
Below is C2H6ClN as an isolated structure, with properties calculated with the ωB97M-V functional and the def2-TZVPD basis.

XYZ file:
```
10
Properties=species:S:1:pos:R:3:lowdin_charge:R:1
C 0.010 -0.790 -1.134 -0.214
C -0.220 1.122 0.902 0.016
N -0.444 -0.712 0.300 -0.565
Cl 0.618 -1.524 1.429 0.459
H -0.125 -1.728 -1.678 0.074
H -0.559 0.041 -1.578 0.067
H 1.019 -0.412 -1.229 0.055
H -0.142 1.472 -0.077 -0.003
H -0.979 1.209 1.657 0.035
H 0.824 1.322 1.408 0.076
```

Summary:
highest occupied orbital energy	-8.930	eV
HOMO-LUMO gap	0.3579	Eh
2S+1	1
charge	0
LUMO energy	0.809	eV

--- 2 ---
Below is C2H6ClN as an isolated structure, with properties calculated with the ωB97M-V functional and the def2-TZVPD basis.

XYZ file:
```
10
Properties=species:S:1:pos:R:3:lowdin_charge:R:1
C 0.545 0.492 0.526 -0.271
C -0.376 -0.832 0.630 -0.460
H 0.894 1.610 -1.648 0.188
H -0.708 0.273 -1.557 0.066
H 0.287 1.140 1.472 0.133
H 1.488 0.231 0.406 0.017
H -0.303 -1.675 1.232 0.017
H -1.416 -0.580 0.798 0.057
N -0.047 1.039 -0.829 -0.226
Cl -0.363 -1.699 -1.030 0.477
```

Summary:
highest occupied orbital energy	-8.788	eV
HOMO-LUMO gap	0.3561	Eh
2S+1	1
charge	0
LUMO energy	0.902	eV

Stability ranking, top entry: 1; the second entry is 0.0140 hartree less favorable.

--- 1 ---
Below is a 2-piece molecular cluster, C3NS overall, with properties calculated with the ωB97M-V functional and the def2-TZVPD basis.

XYZ file:
```
5
Properties=species:S:1:pos:R:3:lowdin_charge:R:1
C -0.307 0.644 -0.074 0.234
C -1.423 0.161 0.161 -0.534
C 1.847 -0.082 -0.055 0.012
N 2.884 -0.434 0.003 0.167
S -3.002 -0.289 -0.034 1.122
```

Summary:
highest occupied orbital energy (spin up / spin down)	-17.149 / -17.181	eV
HOMO-LUMO gap (spin up / spin down)	0.2531 / 0.2538	Eh
2S+1	1
charge	+1
LUMO energy (spin up / spin down)	-10.261 / -10.276	eV

--- 2 ---
Below is C3NS as an isolated structure, with properties calculated with the ωB97M-V functional and the def2-TZVPD basis.

XYZ file:
```
5
Properties=species:S:1:pos:R:3:lowdin_charge:R:1
C -1.040 -1.390 0.128 0.402
C 0.097 -0.111 -0.836 -0.156
C -0.304 -0.434 0.601 -0.371
N 0.627 0.491 0.730 -0.146
S 0.620 1.443 -0.623 1.270
```

Summary:
highest occupied orbital energy	-16.927	eV
HOMO-LUMO gap	0.3026	Eh
2S+1	1
charge	+1
LUMO energy	-8.691	eV

Stability ranking, top entry: 2; the second entry is 0.0025 hartree less favorable.

--- 1 ---
Below is a 2-piece molecular cluster, CH4FOPS overall, with properties calculated with the ωB97M-V functional and the def2-TZVPD basis.

XYZ file:
```
9
Properties=species:S:1:pos:R:3:lowdin_charge:R:1
C -1.077 -0.488 0.220 -0.217
P 0.638 -0.558 0.623 0.320
O 0.930 -0.128 1.972 -0.362
S 2.128 -0.671 -0.696 0.250
H -1.514 -0.055 1.104 0.053
H -0.969 0.125 -0.648 0.017
H -1.729 -1.373 -0.002 0.087
F 0.450 1.836 -1.090 -0.147
H 1.143 1.309 -1.483 -0.001
```

Summary:
highest occupied orbital energy	-9.870	eV
HOMO-LUMO gap	0.3321	Eh
2S+1	1
charge	0
LUMO energy	-0.833	eV

--- 2 ---
Below is a 2-piece molecular cluster, CH4FOPS overall, with properties calculated with the ωB97M-V functional and the def2-TZVPD basis.

XYZ file:
```
9
Properties=species:S:1:pos:R:3:lowdin_charge:R:1
C -1.231 1.084 -0.247 -0.177
P -1.171 -0.800 0.018 0.317
O 0.201 -1.442 0.055 -0.430
S -2.861 -1.729 0.054 0.271
H -0.442 1.455 0.452 0.069
H -1.090 1.348 -1.222 0.007
H -2.227 1.192 0.072 -0.001
F 2.286 -3.792 0.016 -0.090
H 1.676 -3.118 0.215 0.033
```

Summary:
highest occupied orbital energy	-10.301	eV
HOMO-LUMO gap	0.3427	Eh
2S+1	1
charge	0
LUMO energy	-0.975	eV

Stability ranking, top entry: 2; the second entry is 0.0079 hartree less favorable.

--- 1 ---
Below is one molecule with the formula C3H3ClOS, with properties calculated with the ωB97M-V functional and the def2-TZVPD basis.

XYZ file:
```
9
Properties=species:S:1:pos:R:3:lowdin_charge:R:1
O 0.318 -0.930 1.491 0.113
C 0.225 -0.273 0.517 -0.557
C 1.515 0.177 -0.138 -0.531
S 1.604 0.525 -1.724 0.764
C -1.073 0.113 -0.130 -0.474
Cl -2.561 -0.666 0.637 0.530
H 2.367 0.107 0.488 0.048
H -1.146 -0.187 -1.147 0.046
H -1.249 1.134 0.006 0.061
```

Summary:
highest occupied orbital energy	-9.590	eV
HOMO-LUMO gap	0.2916	Eh
2S+1	1
charge	0
LUMO energy	-1.656	eV

--- 2 ---
Below is one molecule with the formula C3H3ClOS, with properties calculated with the ωB97M-V functional and the def2-TZVPD basis.

XYZ file:
```
9
Properties=species:S:1:pos:R:3:lowdin_charge:R:1
O -0.027 -2.196 0.471 -0.089
C -0.457 -1.861 -0.672 -0.388
S -0.041 -0.093 -1.341 0.873
C 0.328 0.479 0.268 -0.598
C 0.247 1.741 0.339 -0.711
Cl 0.563 2.520 1.883 0.563
H -0.906 -2.504 -1.445 0.081
H 0.737 -0.436 0.951 0.141
H -0.445 2.351 -0.455 0.127
```

Summary:
highest occupied orbital energy	-9.116	eV
HOMO-LUMO gap	0.3343	Eh
2S+1	1
charge	0
LUMO energy	-0.019	eV

Stability ranking, top entry: 1; the second entry is 0.0415 hartree less favorable.